C2H2N3O2 | wB97M-V/def2-TZVPD

Geometry as XYZ:
```
9
Properties=species:S:1:pos:R:3:forces:R:3:lowdin_spin:R:1
C 0.580208 0.616766 -0.725306 0.151 -0.366 2.701 0.0071
C -0.098082 0.317944 0.470558 -3.164 -0.254 -2.985 0.1118
N 1.819104 0.995606 -0.356391 0.598 0.336 0.723 0.0031
N 1.908412 0.989676 0.901708 2.640 1.116 0.210 0.0177
N -2.034564 -1.052992 0.195129 0.970 -2.983 -0.198 0.9252
O -1.993943 -1.531386 -0.979867 -0.356 0.654 0.857 0.8187
O 0.667842 0.597492 1.432936 1.912 0.186 1.363 0.0182
H 0.363103 0.585849 -1.733662 -0.848 -0.316 -1.661 0.0008
H -1.212079 -1.518955 0.794896 -1.903 1.627 -1.010 0.0974
```
Positions in Å, forces in eV/Å.

Computed properties:
Multiplicity: 3
HOMO energy (alpha / beta): -2.5 / -3.2 eV
E_tot: -10665.307 eV
HOMO-LUMO gap (alpha / beta): 0.257 / 0.240 hartree
Energy relative to the best compared isomer or geometry (same formula, charge and spin): 86.9 kcal per mole
Net charge: -1